i | The following is a DFT calculation (wB97M-V/def2-TZVPD) of a 10-piece molecular cluster, BF4H18O9 overall.

Structure (ORCA input):
```
! RIJCOSX wB97M-V def2-TZVPD def2/J DEFGRID3
* xyz -1 1
F -1.13 -1.04 -0.79
F 0.64 -1.57 0.56
F 0.95 -0.76 -1.56
F 0.19 0.51 0.18
O 1.69 3.07 -5.83
O 4.29 1.04 1.61
O 4.51 1.26 -2.99
O 2.09 -4.82 4.58
O -0.87 6.35 1.25
O 1.75 -5.53 -2.62
O -4.03 3.59 2.36
O -5.98 0.46 -1.30
O -3.32 -3.15 2.69
B 0.16 -0.69 -0.41
H -4.20 -2.82 2.51
H 3.35 0.86 1.70
H 1.42 -6.01 -1.86
H -0.36 6.01 1.99
H -3.92 3.63 3.31
H 4.59 1.37 -2.05
H 1.66 -4.61 -2.38
H 3.73 0.72 -3.11
H -5.95 0.17 -0.39
H -2.86 -3.07 1.86
H -1.73 5.94 1.35
H 1.55 -4.27 4.02
H -5.07 0.63 -1.53
H 2.39 2.76 -5.26
H 2.43 -5.50 3.99
H -3.61 2.77 2.09
H 4.70 0.18 1.64
H 0.95 2.49 -5.63
*
```

- LUMO (eV) = 2.202
- HOMO (hartree) = -0.3068
- HOMO-LUMO gap (eV) = 10.5

=====

ii | The following is a DFT calculation (wB97M-V/def2-TZVPD) of a 10-piece molecular cluster, BF4H18O9 overall.

Structure (ORCA input):
```
! RIJCOSX wB97M-V def2-TZVPD def2/J DEFGRID3
* xyz -1 1
F -0.28 -0.44 0.03
F -0.69 -0.93 -2.23
F -2.26 0.19 -0.94
F -0.30 1.15 -1.58
O -1.94 2.82 0.53
O 2.16 0.47 -2.61
O -0.23 -1.15 3.26
O -1.54 -2.59 1.06
O 1.45 -2.72 -1.64
O 2.48 -0.21 0.11
O 0.57 1.72 1.57
O 1.25 3.13 -1.05
O -2.36 0.20 1.78
B -0.88 -0.04 -1.21
H 1.54 2.75 -0.16
H -2.11 2.24 -0.24
H -1.31 -2.21 0.24
H 0.62 2.59 -1.49
H -1.05 2.64 0.70
H 0.74 -2.08 -1.63
H 1.25 0.78 -2.61
H 0.71 -0.84 3.04
H 1.68 -0.79 0.22
H 1.12 -3.51 -1.17
H 2.13 -0.42 -3.06
H 0.33 1.69 2.51
H 0.26 1.08 0.98
H -0.48 -1.67 2.46
H -1.76 -0.50 2.09
H -2.39 0.07 0.86
H 2.50 0.11 -0.77
H -1.21 -3.50 0.96
*
```

- LUMO (eV) = 2.396
- HOMO (hartree) = -0.2559
- HOMO-LUMO gap (eV) = 9.4

=====

Which of them is least stable? Easy: i.

=====

i | The following is a DFT calculation (wB97M-V/def2-TZVPD) of a single C5H7FO2 molecule.

Structure (ORCA input):
```
! RIJCOSX wB97M-V def2-TZVPD def2/J DEFGRID3
* xyz 0 1
F 1.31 0.73 -1.06
O 0.71 -1.62 0.63
O 1.52 0.77 1.86
C 0.31 -0.16 -1.22
C 0.39 1.19 1.73
C -0.68 0.40 0.98
C -0.13 -0.39 -2.45
C -0.21 -0.73 0.07
H -1.39 1.11 0.54
H -0.94 -1.06 -2.70
H -0.06 2.06 2.28
H -1.15 -1.26 -0.21
H -1.34 -0.07 1.76
H 1.34 -1.05 1.10
H 0.32 0.08 -3.31
*
```

- SMILES = C=C(F)[C@@H](O)CC=O
- LUMO (eV) = 0.686
- HOMO (hartree) = -0.3633
- HOMO-LUMO gap (eV) = 10.6

=====

ii | The following is a DFT calculation (wB97M-V/def2-TZVPD) of a single C5H7FO2 molecule.

Structure (ORCA input):
```
! RIJCOSX wB97M-V def2-TZVPD def2/J DEFGRID3
* xyz 0 1
F -0.42 -1.90 0.39
O 0.51 0.76 0.04
O 2.02 -1.35 2.57
C 1.52 -0.07 0.59
C -0.58 0.28 -0.57
C -1.34 1.25 -1.49
C 1.24 -0.60 2.01
C -1.00 -0.98 -0.43
H 1.74 -0.85 -0.11
H 2.41 0.60 0.70
H -2.09 0.76 -2.08
H -1.91 2.03 -0.95
H 0.25 -0.19 2.41
H -1.77 -1.49 -0.94
H -0.58 1.74 -2.15
*
```

- SMILES = C/C(=C/F)OCC=O
- LUMO (eV) = 0.900
- HOMO (hartree) = -0.3312
- HOMO-LUMO gap (eV) = 9.9

=====

Which of them is least stable? Easy: ii.